[1]
Here is a molecular structure, C32H51ClN7O2PPbS3SeSi from OMol25. Energies are from the ωB97M-V functional and the def2-TZVPD basis.

```
100
Properties=species:S:1:pos:R:3:lowdin_charge:R:1
Pb 0.1215 0.3706 -0.4104 1.211
N 1.3713 -1.1332 -2.3123 -0.087
C 1.2033 -2.5856 -2.1502 -0.271
C 2.0509 -3.1318 -1.0104 -0.194
C 1.6015 -2.7637 0.3960 -0.268
N 1.7389 -1.3341 0.7050 -0.102
H 0.9741 -0.7920 -3.1842 0.000
H 2.3628 -0.9145 -2.3667 0.063
H 1.4655 -3.1140 -3.0730 0.113
H 0.1459 -2.7870 -1.9569 0.066
H 3.0947 -2.8223 -1.1539 0.114
H 2.0474 -4.2220 -1.0799 0.115
H 2.1694 -3.3588 1.1184 0.115
H 0.5488 -3.0334 0.5242 0.112
H 2.7156 -1.0613 0.6155 0.079
H 1.5583 -1.1997 1.7158 -0.073
N 0.1814 1.7850 3.2077 0.109
C -0.8656 0.8964 3.0462 -0.330
C -1.7332 0.7460 4.1416 -0.013
C -2.7839 -0.1281 4.0441 -0.057
C -2.9703 -0.8470 2.8618 -0.068
C -2.0810 -0.6262 1.8418 -0.181
N -1.0522 0.2320 1.9176 0.012
C 1.3721 1.9783 2.5329 -0.355
C 2.3790 2.6312 3.2714 -0.028
C 3.5892 2.8849 2.6914 -0.045
C 3.8031 2.4914 1.3682 -0.053
C 2.7721 1.8700 0.7203 -0.193
N 1.5706 1.6086 1.2725 -0.003
H 0.2923 2.0220 4.1807 0.121
H -1.5499 1.2984 5.0535 0.122
H -3.4521 -0.2658 4.8841 0.117
H -3.7740 -1.5589 2.7460 0.112
H -2.1773 -1.1600 0.9002 0.090
H 2.1953 2.8847 4.3062 0.118
H 4.3713 3.3718 3.2582 0.116
H 4.7422 2.6649 0.8641 0.103
H 2.8837 1.5623 -0.3115 0.061
Cl -4.4752 4.6079 0.5033 0.679
C -4.2020 3.0001 -0.0796 -0.648
C -5.2636 2.1372 -0.2892 -0.085
C -4.9864 0.8617 -0.7516 -0.042
C -3.6654 0.5059 -0.9723 -0.165
N -2.6503 1.3459 -0.7727 -0.001
C -2.9093 2.5753 -0.3401 -0.176
H -6.2763 2.4629 -0.0942 0.110
H -5.7797 0.1500 -0.9333 0.110
H -3.3814 -0.4840 -1.3172 0.023
H -2.0674 3.2463 -0.2097 0.085
S -2.8209 -2.8358 -2.3325 0.585
C -3.0316 -2.1617 -3.8548 -0.783
N -3.6279 -2.9022 -4.8364 0.037
C -3.8706 -2.4755 -6.1017 -0.080
C -3.5148 -1.2238 -6.4772 -0.062
C -2.8828 -0.3992 -5.5157 -0.052
C -2.6494 -0.8496 -4.2511 -0.100
H -3.8955 -3.8372 -4.5609 0.131
H -4.3500 -3.1868 -6.7579 0.127
H -3.7019 -0.8808 -7.4826 0.107
H -2.5623 0.5975 -5.7879 0.099
H -2.1454 -0.2262 -3.5267 0.077
C 2.5711 5.5452 -5.2424 -0.048
C 1.4078 5.4746 -4.2697 -0.432
C 1.8001 5.8643 -2.8585 -0.079
O 0.7748 4.1715 -4.3573 -0.317
P 1.1217 2.7987 -3.6482 -0.150
S 0.3425 1.3528 -4.7045 0.275
S 0.5894 2.8915 -1.7015 0.209
O 2.7302 2.8622 -3.6885 -0.329
C 3.5714 1.7710 -3.2974 -0.498
C 3.9481 0.9289 -4.5007 -0.054
C 4.7799 2.3760 -2.6073 -0.040
H 2.8920 6.5828 -5.3493 0.083
H 2.2710 5.1707 -6.2206 0.086
H 3.4106 4.9517 -4.8845 0.071
H 0.6154 6.1405 -4.6160 0.140
H 2.5853 5.2129 -2.4754 0.064
H 0.9510 5.8121 -2.1799 0.060
H 2.1758 6.8890 -2.8751 0.085
H 3.0172 1.1639 -2.5709 0.086
H 4.4325 1.5585 -5.2488 0.089
H 3.0697 0.4735 -4.9542 0.038
H 4.6488 0.1476 -4.1987 0.085
H 5.4044 2.9014 -3.3318 0.087
H 5.3800 1.5969 -2.1340 0.087
H 4.4599 3.0881 -1.8460 0.073
C 1.8709 -3.8003 5.7752 -0.250
Si 0.7693 -2.4682 5.0323 -0.021
C -0.3708 -3.3080 3.7822 -0.221
C -0.3435 -1.8202 6.4097 -0.235
Se 1.9800 -0.8479 4.1064 0.222
H 1.3041 -4.5849 6.2839 0.021
H 2.5566 -3.3460 6.4928 0.018
H 2.4748 -4.2621 4.9913 0.017
H -0.9522 -4.1108 4.2454 0.027
H 0.2090 -3.7409 2.9643 0.006
H -1.0695 -2.5829 3.3569 -0.010
H -0.9313 -2.6234 6.8638 0.025
H -1.0340 -1.0708 6.0168 -0.015
H 0.2557 -1.3489 7.1910 0.022
```

LUMO level = -0.068 eV
charge = 0

=====

[2]
Here is a molecular structure, C32H52As3ClNO3Pt from OMol25. Energies are from the ωB97M-V functional and the def2-TZVPD basis.

```
93
Properties=species:S:1:pos:R:3:lowdin_charge:R:1
Pt -0.2019 1.1359 -1.0819 0.814
C -1.8807 1.5254 2.0788 -0.278
As -0.7405 0.2894 1.0947 1.010
C -1.8053 -1.3232 1.3149 -0.272
C 0.6859 0.1217 2.4279 -0.317
C 1.7608 -0.9756 2.3235 -0.651
C 2.8850 -0.5738 3.2870 -0.072
C 2.3666 -1.0271 0.9042 -0.362
As 1.4459 -2.1256 -0.4769 1.136
C 2.4667 -1.4523 -2.0059 -0.331
C 2.5271 -3.7722 -0.2435 -0.346
C 1.2310 -2.3713 2.6939 -0.408
As 0.4887 -2.9541 4.4400 1.123
C -0.1852 -1.3600 5.3779 -0.359
C 2.1583 -3.1222 5.4712 -0.359
H -2.2405 1.0763 3.0061 0.024
H -2.7222 1.7773 1.4355 0.022
H -1.3198 2.4345 2.2962 0.023
H -2.8294 -1.0790 1.0510 0.014
H -1.7744 -1.6707 2.3500 0.027
H -1.4481 -2.0831 0.6259 -0.006
H 0.1976 0.0657 3.4009 0.041
H 1.1825 1.0971 2.3768 0.070
H 3.3714 0.3373 2.9307 0.084
H 3.6408 -1.3604 3.3505 0.085
H 2.5027 -0.3806 4.2912 0.060
H 3.3974 -1.3942 0.9571 0.074
H 2.4005 -0.0125 0.5042 0.037
H 3.5396 -1.5404 -1.8258 0.024
H 2.1834 -0.4173 -2.1968 -0.030
H 2.1957 -2.0368 -2.8855 0.017
H 3.5637 -3.5355 0.0050 0.015
H 2.5090 -4.3214 -1.1860 0.009
H 2.1044 -4.4114 0.5311 -0.001
H 2.0532 -3.0851 2.5621 0.058
H 0.4660 -2.6700 1.9760 0.006
H -1.0947 -0.9945 4.9026 0.003
H 0.5450 -0.5550 5.4473 0.010
H -0.4450 -1.6908 6.3847 0.011
H 2.8036 -3.8527 4.9831 0.013
H 1.9141 -3.4941 6.4665 0.008
H 2.6914 -2.1779 5.5620 0.002
C 3.9115 2.2007 -0.6288 -0.074
C 3.1500 3.5203 -0.5410 -0.387
C 2.1355 3.5318 0.6064 -0.086
C 2.5436 3.9117 -1.8740 -0.167
C 2.9601 5.1056 -2.4433 -0.082
C 2.5088 5.5483 -3.6749 -0.131
C 1.6159 4.7319 -4.3548 -0.082
C 1.1487 3.5315 -3.8467 -0.160
C 0.1740 2.7505 -4.7137 -0.391
C 0.5616 1.2878 -4.9477 -0.085
C -1.2821 2.8756 -4.2529 -0.073
C 1.5856 3.0946 -2.5496 -0.309
N 1.1398 1.9179 -2.0712 -0.208
H 4.3822 1.9570 0.3288 0.070
H 4.6915 2.2565 -1.3905 0.081
H 3.2377 1.3925 -0.9028 0.030
H 3.8962 4.2915 -0.3146 0.116
H 1.3223 2.8303 0.4090 0.003
H 1.7048 4.5279 0.7237 0.076
H 2.6154 3.2521 1.5508 0.065
H 3.6837 5.7015 -1.8942 0.098
H 2.8537 6.4821 -4.0994 0.079
H 1.2594 5.0366 -5.3348 0.099
H 0.2229 3.2425 -5.6925 0.112
H 0.4358 0.6961 -4.0437 0.036
H 1.6041 1.2091 -5.2636 0.078
H -0.0684 0.8595 -5.7324 0.068
H -1.4315 2.4260 -3.2730 0.030
H -1.9457 2.3715 -4.9621 0.070
H -1.5764 3.9257 -4.1971 0.075
C -3.8544 -4.1933 -0.9669 -0.022
C -4.5474 -3.1894 -0.0973 -0.195
C -4.7668 -3.4141 1.2537 -0.073
C -5.3420 -2.4333 2.0465 -0.679
Cl -5.5537 -2.7289 3.7542 0.625
C -5.7225 -1.2176 1.5151 -0.118
C -5.5135 -0.9839 0.1623 -0.004
C -4.9317 -1.9586 -0.6374 -0.255
O -4.7213 -1.7733 -1.9757 -0.043
C -4.0056 -0.5925 -2.3311 -0.080
C -2.5864 -0.5747 -1.7325 -0.654
O -1.9728 -1.6176 -1.5712 -0.012
O -2.1980 0.6261 -1.4816 -0.283
H -3.5503 -5.0628 -0.3848 0.077
H -2.9784 -3.7262 -1.4199 0.074
H -4.5062 -4.5246 -1.7772 0.086
H -4.4547 -4.3483 1.7024 0.110
H -6.1627 -0.4584 2.1468 0.102
H -5.8009 -0.0339 -0.2663 0.118
H -4.5409 0.3154 -2.0496 0.113
H -3.9212 -0.6168 -3.4177 0.135
```

LUMO level = 2.394 eV
charge = -1

=====

[3]
Here is a molecular structure, C32H52BiGeN14O5 from OMol25. Energies are from the ωB97M-V functional and the def2-TZVPD basis.

```
105
Properties=species:S:1:pos:R:3:lowdin_charge:R:1
Bi 0.0675 -0.3906 0.5682 1.941
C -3.1893 -3.5735 -0.9331 -0.025
C -3.8031 -2.2330 -0.4954 -0.712
C -4.5852 -2.4618 0.8006 -0.049
C -4.7529 -1.7301 -1.5930 -0.038
O -2.7695 -1.2960 -0.3058 -0.345
Ge -3.0842 0.3942 0.5670 1.135
O -1.8978 0.1970 2.0612 -0.422
C -2.1197 0.4727 3.4256 -0.685
C -1.4619 -0.6011 4.2998 -0.019
C -1.5273 1.8449 3.7665 -0.017
C -3.6235 0.4906 3.7281 -0.052
O -1.8338 1.3999 -0.4272 -0.362
C -2.0802 2.3416 -1.4389 -0.689
C -3.1339 3.3637 -0.9855 -0.043
C -0.7709 3.0959 -1.6994 -0.009
C -2.5610 1.6462 -2.7157 -0.008
H -3.9761 -4.3187 -1.0190 0.090
H -2.6968 -3.4812 -1.8996 0.078
H -2.4762 -3.9117 -0.1871 0.069
H -5.2958 -3.2763 0.6808 0.092
H -3.8822 -2.7042 1.5938 0.060
H -5.1209 -1.5478 1.0597 0.063
H -5.5222 -2.4667 -1.8128 0.089
H -5.2234 -0.8112 -1.2433 0.069
H -4.1963 -1.5117 -2.5023 0.082
H -0.3895 -0.6166 4.1296 0.058
H -1.6479 -0.3858 5.3495 0.093
H -1.8742 -1.5741 4.0506 0.066
H -0.4519 1.8294 3.6089 0.062
H -1.9724 2.5968 3.1173 0.086
H -1.7316 2.0981 4.8046 0.094
H -4.0727 -0.4445 3.4043 0.078
H -3.7950 0.6176 4.7945 0.092
H -4.0919 1.3110 3.1864 0.070
H -2.8592 3.7519 -0.0091 0.084
H -3.1902 4.1864 -1.6935 0.090
H -4.1086 2.8860 -0.9108 0.069
H -0.5268 3.7070 -0.8352 0.065
H 0.0409 2.3953 -1.8611 0.060
H -0.8675 3.7387 -2.5706 0.100
H -3.4270 1.0323 -2.4737 0.069
H -2.8336 2.3771 -3.4736 0.094
H -1.7701 1.0130 -3.1091 0.072
N 3.1693 1.8223 -0.2364 0.089
C 2.3433 2.8578 0.2552 -0.256
C 2.2031 4.0116 -0.5102 -0.042
C 1.4522 5.0773 -0.0530 -0.106
C 0.8225 5.0031 1.1786 -0.095
C 0.9662 3.8656 1.9514 -0.035
C 1.7187 2.7875 1.5041 -0.153
C 1.9839 1.6474 2.4110 -0.253
C 2.7930 1.9245 3.5178 -0.029
C 3.1466 0.9363 4.4133 -0.077
C 2.6886 -0.3551 4.2235 -0.074
C 1.8674 -0.6330 3.1429 -0.165
C 1.5131 0.3524 2.2362 -0.267
H 2.6226 1.2539 -0.8817 0.019
H 3.4352 1.1894 0.5148 0.069
H 2.7091 4.0698 -1.4624 0.106
H 1.3736 5.9725 -0.6528 0.105
H 0.2331 5.8326 1.5400 0.101
H 0.4854 3.8100 2.9146 0.105
H 3.1461 2.9367 3.6556 0.118
H 3.7786 1.1688 5.2560 0.101
H 2.9695 -1.1439 4.9031 0.103
H 1.4882 -1.6361 3.0250 0.071
N 1.7045 -3.6984 1.3108 0.155
C 0.4050 -3.5196 1.6775 -0.454
N -0.3241 -4.4662 2.2395 0.055
N -1.5175 -3.9083 2.4224 -0.056
N -1.5318 -2.7080 2.0180 -0.080
N -0.3209 -2.3852 1.5310 -0.118
C 2.4448 -2.7890 0.6319 -0.441
N 3.6958 -2.9889 0.2331 0.075
N 4.0287 -1.8677 -0.3865 -0.086
N 3.0604 -1.0281 -0.3754 -0.061
N 2.0170 -1.5669 0.2580 -0.102
H 2.1334 -4.5820 1.5392 0.155
N -0.2780 -1.9220 -1.5831 -0.002
C 0.0461 -1.3712 -2.8734 -0.281
C 0.8990 -2.3058 -3.7563 -0.129
C 2.2906 -2.6447 -3.1888 -0.157
C 3.4670 -2.0378 -3.9718 -0.152
N 3.4340 -0.5931 -3.9877 0.091
C 3.9520 0.2409 -3.0886 -0.452
N 3.6126 1.5335 -3.2058 0.196
N 4.9190 -0.1184 -2.2410 0.190
C 0.7815 0.0083 -2.7635 -0.646
O 1.0313 0.5594 -3.8469 -0.037
O 1.0969 0.4491 -1.6425 -0.167
H 0.1159 -2.8368 -1.4116 0.090
H -1.2640 -1.8699 -1.3237 0.026
H -0.8720 -1.1390 -3.4304 0.144
H 1.0047 -1.8297 -4.7323 0.112
H 0.3348 -3.2289 -3.9068 0.113
H 2.4311 -3.7267 -3.1804 0.116
H 2.3478 -2.2989 -2.1604 0.069
H 3.4237 -2.3554 -5.0176 0.126
H 4.4110 -2.3824 -3.5475 0.120
H 2.5973 -0.2145 -4.4378 0.117
H 2.7142 1.6972 -3.6559 0.102
H 3.8366 2.1447 -2.4307 0.084
H 4.8732 -1.0432 -1.7996 0.053
H 5.1739 0.5898 -1.5678 0.105
```

LUMO level (spin up / spin down) = 0.461 / -3.196 eV
multiplicity = 2
charge = 0

=====

Short version: max |F| = 0.37, 0.39, 2.46 eV/A, in the order given.
Short version: relative energy (zero: lowest compared OMol25 entry of this formula, charge and spin) = 1.0596, 0.0000, 1.1891 eV, in the order given.